A structure of composition C18H23N4OSTi, computed with ωB97M-V/def2-TZVPD.

Structure (ORCA input):
```
! wB97M-V def2-TZVPD RIJCOSX def2/J DEFGRID3
* xyz 1 1
Ti -0.48392 0.00344 0.84888
C 2.02493 -2.03499 0.95543
C 1.61154 -1.68896 2.38579
N 0.18200 -1.33277 2.49772
C -0.77122 -2.45316 2.66878
C -0.95819 -3.30600 1.41676
S -1.28601 -2.35802 -0.11254
C 0.09672 -2.80874 -1.21137
C 1.17678 -1.72615 -1.32539
N 1.47355 -1.08950 -0.03094
H 3.11649 -2.09078 0.93016
H 1.67829 -3.03062 0.69342
H 1.86926 -2.54424 3.01851
H 2.18144 -0.82934 2.73585
H 0.06315 -0.73189 3.31345
H -0.41634 -3.14590 3.43939
H -1.71927 -2.01926 2.97974
H -0.09582 -3.94256 1.22949
H -1.80798 -3.96827 1.57438
H 0.49563 -3.76566 -0.87875
H -0.32951 -2.98946 -2.19741
H 2.05436 -2.21364 -1.76514
H 0.84617 -0.94010 -2.00500
H 2.13545 -0.33961 -0.19099
C -2.74555 1.15778 -4.63048
C -2.58524 0.05314 -3.81208
C -1.91809 0.17687 -2.60116
C -1.40525 1.40227 -2.20338
C -1.57158 2.51650 -3.02501
C -2.23667 2.38817 -4.22946
N -0.71113 1.49250 -0.94352
N -0.26773 2.62991 -0.70082
C 0.44378 2.78944 0.50200
C 0.95107 4.06423 0.73346
C 1.68256 4.30405 1.88413
C 1.89302 3.27097 2.78447
C 1.37145 2.00045 2.53867
C 0.63563 1.72243 1.39354
H -3.26818 1.06649 -5.57287
H -2.98650 -0.90772 -4.10517
H -1.82540 -0.70200 -1.98156
H -1.18301 3.47388 -2.71418
H -2.36330 3.25762 -4.86014
H 0.76380 4.84728 0.01011
H 2.08229 5.28920 2.08050
H 2.45993 3.45402 3.68856
H 1.54325 1.23260 3.28792
O -1.89666 0.36615 1.50627
*
```

The calculation puts the LUMO energy at -3.5 eV. The HOMO energy comes out at -11.38 eV. The energy above the lowest of the compared OMol25 structures with the same formula, charge and spin comes out at 3.8 kcal per mole. The HOMO-LUMO gap is 0.2878 Eh. As for the total energy: -60993.1601 eV.

Charge distribution, Löwdin scheme, values in e: Ti 0.7926; C -0.1701; C -0.1537; N -0.1373; C -0.2237; C -0.3872; S 0.9487; C -0.4046; C -0.2390; N -0.1262; H 0.1390; H 0.0946; H 0.1349; H 0.1137; H 0.1333; H 0.1331; H 0.1272; H 0.0771; H 0.0915; H 0.0807; H 0.0880; H 0.1330; H 0.1131; H 0.1302; C -0.0639; C -0.0652; C -0.0410; C -0.2256; C -0.0139; C -0.0576; N 0.0094; N 0.1000; C -0.2863; C -0.0065; C -0.0633; C -0.0634; C -0.1157; C -0.1622; H 0.1119; H 0.1110; H 0.0440; H 0.1086; H 0.1130; H 0.1188; H 0.1116; H 0.1106; H 0.0798; O -0.3431

=====

An isolated molecule of C18H23N5OS in a non-equilibrium geometry, computed with ωB97M-V/def2-TZVPD.

Structure (ORCA input):
```
! wB97M-V def2-TZVPD RIJCOSX def2/J DEFGRID3
* xyz 0 1
C -6.55972 -2.75277 0.56566
C -5.61345 -1.60733 0.36941
C -4.26667 -1.81942 0.14166
C -3.44278 -0.71670 -0.02882
C -3.94618 0.60584 0.02450
C -5.30384 0.82849 0.25194
C -6.09697 -0.29831 0.41833
H -7.15368 -0.15501 0.59677
C -5.92986 2.19074 0.32351
H -6.99680 2.09765 0.50987
H -5.79604 2.73323 -0.61018
H -5.49626 2.77966 1.12917
N -2.89777 1.50674 -0.17690
C -1.76495 0.80011 -0.35111
N -0.54950 1.26731 -0.56683
C 0.35502 0.28849 -0.69485
N 0.13979 -1.02022 -0.62929
N -1.06508 -1.48010 -0.41725
C -2.03617 -0.60496 -0.27169
S 1.98916 0.81715 -0.97304
C 2.83913 -0.80296 -1.07778
H 2.30213 -1.37142 -1.83413
H 2.73414 -1.30073 -0.11590
C 4.31010 -0.65032 -1.44689
N 5.16036 -0.56798 -0.27431
C 6.55805 -0.80365 -0.59452
C 7.36956 -0.81998 0.70103
O 7.24594 0.39363 1.40193
C 5.89262 0.65083 1.69610
C 5.04083 0.69925 0.42858
H 3.99953 0.86478 0.70269
H 5.37494 1.53972 -0.20538
H 5.86807 1.61136 2.21317
H 5.50215 -0.13458 2.36083
H 8.43267 -0.94630 0.48872
H 7.01907 -1.65186 1.33063
H 6.65161 -1.77184 -1.09148
H 6.95902 -0.02048 -1.26261
H 4.61248 -1.54487 -1.99865
H 4.43757 0.22010 -2.11497
C -2.91529 2.94510 -0.20754
H -1.89080 3.26755 -0.39066
H -3.25364 3.35424 0.74478
H -3.55470 3.31309 -1.01035
H -3.84654 -2.81146 0.09529
H -7.03159 -2.69159 1.54559
H -7.34826 -2.72780 -0.18535
H -6.03736 -3.70242 0.49036
*
```

The calculation puts the LUMO energy at 0.0 eV. Its SMILES is Cc1cc(C)c2c(c1)c1nnc(SCCN3CCOCC3)nc1n2C. The HOMO energy comes out at -8.15 eV. The energy above the lowest of the compared OMol25 structures with the same formula, charge and spin comes out at 31.0 kcal per mole. The HOMO-LUMO gap is 0.3006 Eh. As for the total energy: -39371.9816 eV.

Charge distribution, Löwdin scheme, values in e: C -0.0529; C -0.2714; C 0.0266; C -0.0894; C -0.0976; C -0.1865; C -0.0055; H 0.1182; C -0.0428; H 0.0765; H 0.0781; H 0.0779; N -0.0136; C -0.2257; N 0.1402; C -0.6695; N 0.0007; N 0.1040; C -0.1482; S 0.9697; C -0.4316; H 0.0705; H 0.0846; C -0.2682; N -0.1844; C -0.1758; C -0.2013; O -0.1331; C -0.1944; C -0.1835; H 0.0796; H 0.1341; H 0.1257; H 0.1281; H 0.1242; H 0.1264; H 0.1230; H 0.1311; H 0.1198; H 0.1155; C -0.0101; H 0.0863; H 0.0927; H 0.0927; H 0.1221; H 0.0816; H 0.0813; H 0.0744

=====

A cluster of 2 separate species, C18H23Si in total, computed with ωB97M-V/def2-TZVPD.

Structure (ORCA input):
```
! wB97M-V def2-TZVPD RIJCOSX def2/J DEFGRID3
* xyz 1 1
C -2.46882 0.21023 13.31071
Si -1.40186 0.94674 11.95951
C -2.05846 2.61145 11.41001
C 0.38674 1.06832 12.50283
H -1.45559 0.04413 10.81240
H -2.44835 0.85716 14.18419
H -3.49789 0.11436 12.97268
H -2.09830 -0.77148 13.59628
H -2.03448 3.30499 12.24658
H -1.44842 3.01512 10.60579
H -3.08467 2.52040 11.06288
H 0.46156 1.73034 13.36226
H 0.76689 0.08879 12.78410
H 1.00204 1.46860 11.70021
C 1.20926 -1.39950 7.39121
C 2.47730 -1.31379 6.73173
C 3.67004 -1.51772 7.45172
C 4.89723 -1.34514 6.85339
C 4.97771 -0.96226 5.52488
C 3.82051 -0.76472 4.79244
C 2.58971 -0.94256 5.37936
C -0.01926 -1.27873 6.76884
C -1.21683 -1.11561 7.43666
C -2.47380 -0.91977 6.77290
C -3.52524 -0.22558 7.40078
C -4.67834 0.07603 6.71347
C -4.83650 -0.33526 5.40144
C -3.83946 -1.06779 4.78374
C -2.67642 -1.35699 5.45251
H 1.21560 -1.50878 8.46250
H 3.61302 -1.79465 8.49128
H 5.79962 -1.48898 7.42606
H 5.94138 -0.81284 5.06466
H 3.87850 -0.44618 3.76377
H 1.70060 -0.74896 4.80626
H -0.04969 -1.26942 5.69567
H -1.18987 -1.02339 8.50752
H -3.40459 0.10243 8.41911
H -5.45054 0.65980 7.18794
H -5.72501 -0.06780 4.85271
H -3.96502 -1.40891 3.76973
H -1.92488 -1.96045 4.97513
*
```

The calculation puts the LUMO energy at -5.8 eV. The HOMO energy comes out at -12.35 eV. The energy above the lowest of the compared OMol25 structures with the same formula, charge and spin comes out at 0.0 kcal per mole. The HOMO-LUMO gap is 0.2422 Eh. As for the total energy: -26910.0280 eV.

Charge distribution, Löwdin scheme, values in e: C -0.2178; Si 0.5025; C -0.2211; C -0.2223; H -0.0431; H 0.0323; H 0.0243; H 0.0254; H 0.0322; H 0.0218; H 0.0210; H 0.0323; H 0.0230; H 0.0197; C 0.0758; C -0.1999; C 0.0005; C -0.0452; C -0.0263; C -0.0444; C 0.0007; C -0.0527; C 0.0747; C -0.2002; C 0.0030; C -0.0465; C -0.0305; C -0.0484; C -0.0099; H 0.1338; H 0.1223; H 0.1181; H 0.1212; H 0.1182; H 0.1114; H 0.0994; H 0.1089; H 0.1150; H 0.1174; H 0.1200; H 0.1172; H 0.1163